Entry 1:
Molecular formula: H24O12
Method: DFT, the ωB97M-V functional and the def2-TZVPD basis

```
36
Properties=species:S:1:pos:R:3:forces:R:3
O 10.1244 -5.1993 -14.3483 -0.203 -0.314 0.331
H 9.5542 -4.5188 -14.7164 0.085 0.032 0.023
H 10.1143 -5.0341 -13.3803 0.239 0.335 -0.462
O 9.0415 -9.8355 -13.2442 -0.031 0.024 0.023
H 8.8598 -9.1609 -12.5778 -0.113 -0.087 -0.096
H 8.6532 -9.4883 -14.0549 0.099 0.001 0.050
O 11.8168 -7.7164 -12.8859 0.404 -0.212 -0.380
H 12.6856 -8.0496 -12.5839 -0.430 0.004 0.316
H 11.8785 -7.6732 -13.8488 -0.285 0.200 0.111
O 10.9634 -9.4573 -10.2449 -0.324 -0.426 0.048
H 10.9974 -10.1855 -10.8806 -0.025 0.131 0.032
H 10.1221 -9.0155 -10.4231 0.181 0.140 0.034
O 11.2312 -6.9862 -7.8089 -0.080 -0.137 -0.010
H 10.7644 -7.2271 -8.6185 0.118 0.133 -0.057
H 11.9070 -7.6644 -7.7061 -0.044 0.052 -0.037
O 7.7223 -8.7648 -10.7285 -0.165 -0.142 0.142
H 6.8832 -8.6089 -11.1795 0.171 0.004 -0.093
H 7.5760 -9.5626 -10.2037 0.076 0.091 -0.050
O 13.3883 -8.4089 -10.8280 -0.098 -0.169 0.222
H 13.9729 -9.1353 -10.5875 0.001 0.106 0.008
H 12.5116 -8.6436 -10.4372 0.468 0.103 -0.341
O 13.0158 -5.2123 -12.1008 -0.257 -0.165 0.048
H 12.3932 -5.9601 -12.1894 0.439 0.415 -0.098
H 13.8693 -5.6267 -11.9399 -0.080 -0.008 0.108
O 9.9106 -6.7906 -11.0329 -0.320 -0.651 0.094
H 9.0428 -7.2225 -11.1183 0.182 0.274 -0.063
H 10.4703 -7.1792 -11.7382 -0.035 0.217 0.095
O 8.3548 -4.1805 -9.3794 -0.317 -0.192 0.104
H 8.2602 -5.1402 -9.3925 0.080 0.087 0.069
H 7.9761 -3.8809 -10.2126 0.203 0.086 0.017
O 7.0520 -6.3310 -12.2755 -0.132 0.040 0.286
H 6.4129 -6.2631 -11.5551 0.018 0.117 -0.115
H 7.3345 -5.4204 -12.4300 0.091 -0.149 -0.133
O 10.1333 -4.1615 -11.7184 -0.395 -0.254 0.085
H 9.8610 -4.9606 -11.2178 0.453 0.395 -0.176
H 10.9566 -3.8783 -11.3022 0.024 -0.081 -0.135
```
Positions in Å, forces in eV/Å.

Results
Energy above the lowest of the compared OMol25 structures with the same formula, charge and spin in kcal/mol: 27.1
Energy in hartree: -917.2821
Multiplicity: 1
SMILES: O.O.O.O.O.O.O.O.O.O.O.O
HOMO-LUMO gap in eV: 10.247
Max |F| in eV/Å: 0.73

Here are the Mulliken charges for atoms 1 to 8, given in e: -0.6486, 0.2906, 0.3899, -0.6484, 0.3474, 0.3003, -0.5366, 0.2890

***

Entry 2:
Molecular formula: H24O12
Method: DFT, the ωB97M-V functional and the def2-TZVPD basis

```
36
Properties=species:S:1:pos:R:3:forces:R:3
O 2.7947 2.2973 0.8906 1.895 -1.419 -0.926
H 2.0637 2.8103 1.0976 -2.153 1.660 0.759
H 2.6667 2.0423 -0.0434 0.190 -0.110 0.336
O 3.1347 -0.8497 1.5266 -1.614 0.146 -0.156
H 2.1737 -0.8707 1.8126 1.692 -0.379 -0.411
H 3.0657 -0.5677 0.5986 0.154 -0.080 0.390
O -1.5833 -1.2267 -1.7144 -4.341 0.508 8.205
H -1.9473 -0.9787 -2.4884 -2.074 1.921 -4.569
H -2.5583 -1.1787 -1.1304 4.375 -0.539 -1.878
O -2.2093 -1.4077 2.3136 -1.192 -5.115 2.299
H -2.5853 -1.2257 3.1896 0.136 -0.072 -0.461
H -1.9883 -0.6107 1.9916 0.785 4.820 -1.736
O 1.0697 0.8843 3.0236 2.167 -0.972 -1.930
H 0.8047 -0.1047 2.8176 1.434 2.813 0.809
H 2.0167 1.0843 2.5576 -3.327 -1.089 1.474
O -2.2613 1.0813 1.6546 -1.296 -5.503 -1.944
H -1.4233 1.1523 1.2496 2.390 -1.235 -1.574
H -2.2303 1.8963 1.9296 -1.092 7.322 3.282
O 0.5757 -1.7637 2.7156 0.423 0.285 -0.640
H 0.5867 -2.3837 3.4566 -0.687 0.457 -0.268
H -0.2943 -1.3917 2.4536 -0.020 -1.454 0.698
O 2.6237 0.9243 -1.5334 2.066 -0.719 4.399
H 3.4937 0.9863 -1.8794 0.817 0.105 -0.887
H 1.9717 1.0543 -2.1314 -2.899 0.531 -3.670
O 0.5657 0.6243 -3.4994 -1.348 -0.866 5.664
H 0.4077 0.4953 -4.3594 -0.298 -0.373 -5.610
H -0.1683 0.0183 -3.1544 1.816 1.381 -0.060
O -0.1063 0.1363 0.3206 -2.305 -1.752 -1.622
H 0.6657 0.6283 0.0816 0.792 0.282 -0.506
H -0.5543 -0.2987 -0.5164 1.793 1.483 2.146
O -2.4883 1.6763 -1.4404 2.075 0.371 -0.255
H -3.1913 1.9503 -1.9854 -1.446 0.476 -0.861
H -2.8023 1.0413 -0.8294 -0.698 -0.636 1.193
O -0.5223 -2.5377 -3.3134 0.283 -1.935 -1.313
H -0.8683 -1.9837 -2.6184 0.933 -0.981 0.166
H -0.8973 -3.4047 -3.0424 0.573 0.670 -0.542
```
Positions in Å, forces in eV/Å.

Results
Energy above the lowest of the compared OMol25 structures with the same formula, charge and spin in kcal/mol: 115.1
Energy in hartree: -917.1420
Multiplicity: 1
SMILES: O.O.O.O.O.O.O.O.O.O.O.O
HOMO-LUMO gap in eV: 9.225
Max |F| in eV/Å: 9.30

Here are the Mulliken charges for atoms 1 to 8, given in e: -0.6304, 0.3119, 0.3507, -0.6769, 0.2794, 0.3250, -0.7588, 0.3599